Entry from OMol25: a molecular structure, C61H65F5NO6SeTa at a distorted geometry (the ωB97M-V functional and the def2-TZVPD basis).

Each line ends with the Mulliken charge.
Cartesian coordinates (Å):
Ta1 -0.08000 -0.22390 -0.74020  0.613
C1 -1.19050 -2.55540 3.19900  -0.499
O1 -0.86070 -2.19500 1.87530  0.701
C2 -1.58490 -2.82720 0.86510  -0.774
C3 -2.83630 -2.37160 0.44620  0.900
C4 -3.60640 -1.19890 1.01550  -0.911
C5 -2.99240 -0.37320 2.10840  -0.745
C6 -3.62880 -0.26510 3.33120  -0.457
C7 -3.14210 0.52750 4.36660  0.038
C8 -2.01370 1.28520 4.09520  -0.615
C9 -1.35270 1.21810 2.87720  0.067
C10 -0.11020 2.04140 2.64700  -1.256
C11 1.08150 1.12810 2.75340  0.727
C12 1.38020 0.46760 3.93590  -0.762
C13 2.40180 -0.47490 4.01370  -0.054
C14 3.07950 -0.79200 2.84380  -0.589
C15 2.82520 -0.13120 1.64950  0.191
C16 3.53560 -0.55300 0.38750  -1.096
C17 3.20440 -2.00410 0.13480  -0.354
C18 4.23900 -2.91040 -0.00440  -0.524
C19 4.01600 -4.27520 -0.11560  -0.135
C20 2.70880 -4.70100 0.07620  -0.408
C21 1.64320 -3.82880 0.25720  -0.067
C22 0.33480 -4.45780 0.68590  -2.033
C23 -0.97560 -3.89900 0.20170  0.809
C24 -1.62890 -4.52430 -0.85060  -0.524
C25 -2.88780 -4.11440 -1.27170  0.062
C26 -3.45580 -3.03360 -0.61110  -0.719
C27 -3.65860 -4.80930 -2.38310  2.190
C28 -4.93890 -5.41510 -1.79160  -1.891
C29 -2.85250 -5.93440 -3.03450  -2.165
C30 -4.01970 -3.79710 -3.47490  -1.697
C31 1.86390 -2.44320 0.15780  1.489
O2 0.86750 -1.56840 0.01550  0.576
C32 5.12400 -5.25910 -0.46330  2.048
C33 5.03920 -6.53640 0.38790  -1.804
C34 4.95030 -5.61370 -1.94780  -1.783
C35 6.52110 -4.66230 -0.26460  -2.106
C36 1.84810 0.85680 1.62400  0.185
O3 1.64010 1.58530 0.44240  -0.044
C37 2.56400 2.66110 0.34420  -1.082
C38 2.73450 -1.12440 5.34930  2.087
C39 1.49970 -1.86410 5.87900  -1.539
C40 3.15490 -0.03360 6.34570  -1.776
C41 3.88330 -2.13300 5.24650  -2.216
C42 -1.80470 0.34870 1.86720  -0.337
O4 -1.16440 0.19240 0.72590  1.022
C43 -3.84980 0.52780 5.71300  2.091
C44 -3.10990 1.34260 6.77630  -2.054
C45 -5.24850 1.13360 5.54140  -1.788
C46 -3.95560 -0.91530 6.22680  -1.595
H1 -2.26570 -2.50030 3.39240  0.284
H2 -0.68180 -1.83000 3.83280  -0.293
H3 -0.84040 -3.56760 3.44500  0.441
H4 -4.58000 -1.56590 1.35630  0.813
H5 -3.78720 -0.52530 0.17280  -0.333
H6 -4.54450 -0.82160 3.47870  0.525
H7 -1.63060 1.96670 4.83880  0.494
H8 -0.05360 2.84780 3.38140  0.755
H9 -0.15420 2.47690 1.64570  0.018
H10 0.79120 0.70800 4.80900  0.680
H11 3.82850 -1.56750 2.82710  0.668
H12 4.61710 -0.45090 0.51980  0.472
H13 3.23090 0.07300 -0.45410  0.075
H14 5.24330 -2.52300 -0.03620  0.543
H15 2.49330 -5.75890 0.09270  0.374
H16 0.33330 -4.42690 1.78120  0.079
H17 0.37320 -5.50880 0.39360  0.721
H18 -1.12710 -5.35160 -1.32770  0.580
H19 -4.42130 -2.66530 -0.92320  0.460
H20 -4.69710 -6.11200 -0.99210  0.395
H21 -5.48550 -5.95370 -2.56190  0.493
H22 -5.58650 -4.64500 -1.38270  0.312
H23 -2.61840 -6.71970 -2.31940  0.403
H24 -1.92850 -5.54970 -3.45900  0.309
H25 -3.43580 -6.37320 -3.84120  0.472
H26 -4.67950 -3.02300 -3.09830  0.307
H27 -4.51470 -4.30500 -4.29820  0.584
H28 -3.11870 -3.31180 -3.84910  0.170
H29 4.16080 -7.12800 0.14220  0.348
H30 5.00480 -6.29030 1.44830  0.377
H31 5.91510 -7.16000 0.20800  0.482
H32 3.95360 -6.00260 -2.13330  0.359
H33 5.67730 -6.36090 -2.25820  0.502
H34 5.08490 -4.72710 -2.56180  0.350
H35 6.66010 -4.32210 0.75810  0.425
H36 6.69390 -3.83250 -0.94230  0.358
H37 7.27500 -5.41670 -0.47730  0.471
H38 3.58220 2.30920 0.52740  0.362
H39 2.32430 3.45030 1.06530  0.244
H40 2.49420 3.05060 -0.66710  0.341
H41 0.65050 -1.19660 5.99540  0.244
H42 1.71760 -2.31020 6.84670  0.570
H43 1.21880 -2.65620 5.18970  0.193
H44 2.33090 0.63680 6.57350  0.301
H45 3.97500 0.55430 5.93860  0.391
H46 3.49280 -0.48780 7.27510  0.471
H47 3.65250 -2.92050 4.53310  0.408
H48 4.04350 -2.59750 6.21790  0.460
H49 4.81050 -1.64450 4.95430  0.422
H50 -3.06010 2.39290 6.50440  0.386
H51 -2.10440 0.96160 6.93300  0.326
H52 -3.64730 1.27050 7.71860  0.458
H53 -5.16550 2.14440 5.14820  0.371
H54 -5.75850 1.17970 6.50100  0.491
H55 -5.85790 0.55070 4.85580  0.318
H56 -2.96500 -1.35780 6.30680  0.252
H57 -4.55430 -1.53800 5.56920  0.336
H58 -4.41590 -0.93120 7.21150  0.469
C47 -4.10840 0.92460 -3.52190  -1.380
C48 -3.14610 1.34590 -2.44330  0.010
O5 -3.03170 0.70050 -1.40650  -0.458
C49 -2.26190 2.47570 -2.73970  1.322
C50 -2.63090 3.52260 -3.58380  -0.806
C51 -1.74640 4.52780 -3.90520  -0.858
C52 -0.45380 4.49400 -3.39490  -0.870
C53 -0.05190 3.46170 -2.58060  -0.684
C54 -0.93820 2.43230 -2.22210  0.184
O6 -0.52230 1.41970 -1.50930  0.596
H59 -4.53820 -0.04190 -3.26530  0.094
H60 -3.54920 0.82290 -4.45100  0.431
H61 -4.90210 1.65270 -3.67420  0.518
H62 -3.63450 3.54600 -3.97770  0.380
H63 -2.04720 5.33250 -4.55630  0.408
H64 0.24480 5.27680 -3.64590  0.448
H65 0.95930 3.40620 -2.20600  0.268
F1 2.35220 -3.81310 -6.55010  -0.337
C55 1.49190 -3.22170 -5.71540  0.357
C56 1.59930 -3.41950 -4.34050  -0.583
F2 2.55240 -4.21280 -3.84510  -0.098
C57 0.68340 -2.80240 -3.50940  -0.177
F3 0.73550 -2.96310 -2.17320  0.302
C58 -0.34280 -1.99010 -3.96940  0.115
Se1 -1.53060 -1.14970 -2.73890  0.036
C59 -0.43070 -1.81440 -5.35060  0.355
F4 -1.40820 -1.04110 -5.83660  -0.318
C60 0.46850 -2.41970 -6.21730  -0.019
F5 0.36950 -2.24040 -7.53900  -0.323
N1 2.27640 -0.02450 -3.09950  -0.979
C61 1.54180 -0.09320 -2.21260  0.388

Summary:
E_HOMO	-0.29295	Eh
frontier orbital gap	0.2679	Eh
total charge	0